The following is a DFT calculation (the ωB97M-V functional and the def2-TZVPD basis) of a 9-piece molecular cluster, C55H84N9PS2 overall in a non-equilibrium geometry.

```
! RIJCOSX wB97M-V def2-TZVPD def2/J DEFGRID3
* xyz 0 1
C 0.052 -7.279 -2.744
C -0.110 -6.096 -3.323
C -0.251 -4.611 -3.963
P 1.479 -4.022 -4.513
C 1.459 -2.222 -5.123
C 0.013 -1.681 -5.605
C -0.780 -0.803 -4.509
S 0.206 0.595 -3.772
C -0.090 0.707 -1.938
S 0.944 -0.194 -0.926
N -1.145 1.513 -1.270
C -1.133 2.949 -1.702
C 0.252 3.645 -1.235
C 0.196 5.254 -1.229
C 1.614 6.009 -1.336
C 2.881 5.241 -0.705
C 3.126 5.587 0.885
C 4.100 4.397 1.450
C 5.297 4.961 2.404
C -2.504 0.886 -1.373
C -3.100 0.839 0.159
C -3.028 -0.643 0.814
C -3.786 -1.783 -0.039
C -3.751 -3.154 0.869
C -3.371 -4.470 0.008
C -3.508 -5.783 0.967
C -2.816 -7.070 0.243
H -0.176 -8.200 -2.078
H -0.717 -3.903 -3.170
H -0.900 -4.729 -4.909
H 2.277 -4.069 -3.298
H 2.151 -2.188 -6.063
H 1.984 -1.545 -4.341
H -0.657 -2.611 -5.826
H 0.172 -1.149 -6.622
H -1.240 -1.513 -3.715
H -1.681 -0.313 -5.068
H -1.384 3.110 -2.814
H -1.988 3.477 -1.105
H 0.508 3.306 -0.146
H 1.111 3.312 -1.923
H -0.426 5.564 -2.169
H -0.390 5.696 -0.329
H 1.505 7.007 -0.736
H 1.808 6.349 -2.435
H 2.926 4.110 -0.898
H 3.825 5.685 -1.235
H 2.115 5.649 1.430
H 3.671 6.618 0.954
H 4.627 3.942 0.510
H 3.450 3.588 1.946
H 4.980 4.892 3.506
H 6.248 4.319 2.215
H 5.544 6.045 2.068
H -3.250 1.576 -1.950
H -2.527 -0.139 -1.892
H -2.426 1.514 0.829
H -4.165 1.294 0.231
H -3.538 -0.594 1.858
H -1.939 -0.977 1.005
H -4.893 -1.526 -0.256
H -3.293 -2.025 -1.052
H -2.909 -3.022 1.659
H -4.743 -3.249 1.456
H -4.113 -4.612 -0.861
H -2.260 -4.463 -0.351
H -4.625 -6.047 1.138
H -2.972 -5.627 1.983
H -1.874 -6.783 -0.374
H -2.452 -7.857 1.025
H -3.586 -7.623 -0.423
N 8.293 3.238 -1.087
C 8.445 2.136 -0.287
C 7.268 1.427 -0.314
C 6.376 2.123 -1.166
C 7.036 3.235 -1.630
H 8.997 3.941 -1.250
H 9.374 1.953 0.232
H 7.073 0.508 0.219
H 5.362 1.842 -1.413
H 6.720 4.023 -2.298
N -2.492 2.904 3.753
C -2.978 1.703 4.199
C -3.833 1.954 5.245
C -3.868 3.357 5.434
C -3.033 3.918 4.498
H -1.838 3.023 2.995
H -2.674 0.777 3.734
H -4.374 1.209 5.811
H -4.441 3.898 6.174
H -2.777 4.948 4.299
N 0.731 -2.191 2.781
C 0.355 -0.902 2.506
C 0.152 -0.255 3.700
C 0.421 -1.184 4.735
C 0.779 -2.370 4.139
H 0.941 -2.897 2.093
H 0.262 -0.558 1.485
H -0.156 0.775 3.816
H 0.360 -1.005 5.800
H 1.062 -3.323 4.562
N 2.540 6.140 -7.144
C 3.341 7.167 -6.720
C 3.868 6.817 -5.500
C 3.372 5.530 -5.180
C 2.557 5.136 -6.213
H 2.019 6.125 -8.008
H 3.465 8.056 -7.321
H 4.539 7.422 -4.906
H 3.588 4.954 -4.290
H 1.989 4.230 -6.366
N 3.214 -0.857 6.258
C 2.926 -0.549 7.560
C 4.115 -0.449 8.246
C 5.157 -0.701 7.321
C 4.572 -0.947 6.102
H 2.531 -0.996 5.526
H 1.904 -0.429 7.887
H 4.220 -0.218 9.297
H 6.219 -0.701 7.524
H 5.003 -1.178 5.139
N -5.941 -7.168 -2.310
C -7.167 -7.728 -2.557
C -7.014 -8.660 -3.556
C -5.645 -8.668 -3.921
C -5.006 -7.740 -3.134
H -5.754 -6.449 -1.628
H -8.040 -7.414 -2.004
H -7.802 -9.270 -3.976
H -5.179 -9.285 -4.675
H -3.970 -7.437 -3.090
N -6.431 -5.134 -5.121
C -5.853 -5.059 -6.360
C -6.549 -4.131 -7.098
C -7.581 -3.623 -6.272
C -7.482 -4.258 -5.057
H -6.129 -5.740 -4.371
H -5.000 -5.672 -6.610
H -6.337 -3.849 -8.119
H -8.315 -2.876 -6.536
H -8.068 -4.163 -4.154
N 3.591 2.551 8.502
C 4.605 3.380 8.901
C 4.059 4.608 9.193
C 2.664 4.514 8.968
C 2.404 3.232 8.544
H 3.702 1.584 8.220
H 5.625 3.027 8.941
H 4.605 5.477 9.533
H 1.931 5.296 9.101
H 1.479 2.747 8.269
*
```

Results
Structure (SMILES) = C#CCPCCCSC(=S)N(CCCCCCCC)CCCCCCCC.c1cc[nH]c1.c1cc[nH]c1.c1cc[nH]c1.c1cc[nH]c1.c1cc[nH]c1.c1cc[nH]c1.c1cc[nH]c1.c1cc[nH]c1
Frontier orbital gap = 6.432 eV
Largest force on an atom = 7.10 eV Å⁻¹
Total energy = -3776.18977 a.u.
Highest occupied orbital energy = -7.76 eV
LUMO level = -1.330 eV

***

The following is a DFT calculation (the ωB97M-V functional and the def2-TZVPD basis) of a 14-piece molecular cluster, C56H112O28 overall in a non-equilibrium geometry.

```
! RIJCOSX wB97M-V def2-TZVPD def2/J DEFGRID3
* xyz 0 1
O -0.586 4.650 5.033
C -0.555 3.453 4.898
O -1.627 2.720 4.632
C -2.932 3.371 4.703
C -3.573 3.280 6.031
C 0.684 2.596 5.028
H -3.471 2.825 3.929
H -2.913 4.417 4.410
H -3.831 2.272 6.291
H -4.479 3.893 5.978
H -2.936 3.677 6.834
H 1.496 3.066 4.538
H 0.549 1.548 4.727
H 0.907 2.668 6.147
O 3.842 2.500 4.828
C 4.819 2.003 4.335
O 5.935 1.741 5.046
C 5.913 1.919 6.496
C 6.045 3.320 6.931
C 4.900 1.648 2.889
H 6.813 1.370 6.748
H 4.975 1.438 6.902
H 6.950 3.765 6.478
H 6.238 3.241 8.004
H 5.164 3.866 6.660
H 5.698 0.906 2.804
H 5.129 2.569 2.277
H 3.952 1.160 2.632
O -4.723 1.690 -0.981
C -5.079 1.746 0.180
O -4.309 2.235 1.187
C -3.044 2.894 0.941
C -3.098 4.425 0.952
C -6.390 1.181 0.681
H -2.667 2.536 0.032
H -2.420 2.490 1.727
H -2.136 4.836 0.798
H -3.542 4.788 1.890
H -3.641 4.718 0.096
H -7.243 1.830 0.391
H -6.425 0.942 1.765
H -6.450 0.298 0.067
O 1.517 -2.910 -6.904
C 2.749 -2.878 -6.856
O 3.375 -1.801 -6.354
C 2.548 -0.701 -5.997
C 2.159 0.047 -7.228
C 3.676 -3.878 -7.408
H 3.144 -0.144 -5.270
H 1.672 -1.035 -5.488
H 3.054 0.504 -7.617
H 1.449 0.820 -6.914
H 1.659 -0.539 -8.011
H 4.276 -4.300 -6.603
H 4.374 -3.373 -8.093
H 3.116 -4.703 -7.895
O -1.328 -0.230 -4.966
C -2.001 0.012 -5.950
O -3.285 0.416 -5.834
C -3.688 0.711 -4.489
C -5.103 1.321 -4.589
C -1.568 -0.093 -7.408
H -2.974 1.455 -4.020
H -3.683 -0.176 -3.912
H -5.198 2.170 -5.238
H -5.453 1.632 -3.614
H -5.861 0.522 -4.924
H -2.368 -0.269 -8.146
H -0.811 -0.907 -7.499
H -1.010 0.811 -7.658
O 3.555 -4.652 -0.016
C 2.795 -5.486 0.402
O 1.956 -5.267 1.458
C 1.988 -4.001 2.147
C 0.781 -3.870 3.015
C 2.725 -6.844 -0.150
H 2.156 -3.183 1.408
H 2.939 -4.111 2.714
H -0.026 -3.500 2.346
H 0.985 -3.116 3.788
H 0.569 -4.838 3.430
H 2.830 -6.798 -1.219
H 1.811 -7.353 0.110
H 3.532 -7.495 0.204
O 0.760 -4.939 -3.223
C -0.115 -4.464 -2.583
O -1.145 -3.712 -3.159
C -1.148 -3.805 -4.631
C -2.541 -3.418 -5.154
C -0.405 -4.537 -1.101
H -0.945 -4.795 -4.958
H -0.434 -3.147 -4.995
H -2.552 -3.284 -6.220
H -2.925 -2.615 -4.613
H -3.233 -4.242 -4.924
H -0.032 -5.494 -0.670
H -1.493 -4.443 -1.027
H 0.098 -3.681 -0.681
O -7.135 1.249 5.713
C -6.551 1.630 4.744
O -5.521 0.939 4.156
C -5.064 -0.225 4.865
C -3.598 -0.419 4.521
C -6.770 2.877 3.902
H -5.807 -0.950 4.588
H -5.152 -0.021 5.943
H -3.295 -0.244 3.490
H -3.245 -1.399 4.793
H -3.126 0.278 5.150
H -7.420 2.581 3.062
H -5.822 3.276 3.600
H -7.303 3.522 4.642
O 4.250 -1.559 3.013
C 5.147 -2.224 2.542
O 5.877 -3.171 3.136
C 5.403 -3.617 4.485
C 5.827 -5.088 4.426
C 5.550 -2.016 1.096
H 4.315 -3.557 4.599
H 5.860 -2.979 5.225
H 6.879 -5.332 4.603
H 5.516 -5.488 3.440
H 5.173 -5.562 5.129
H 4.613 -2.174 0.471
H 6.309 -2.725 0.818
H 5.969 -0.998 0.967
O 0.506 3.036 -3.595
C -0.689 3.116 -3.494
O -1.483 3.352 -4.577
C -0.731 3.306 -5.813
C -1.622 3.559 -6.989
C -1.452 3.188 -2.190
H -0.297 2.291 -5.884
H 0.096 3.997 -5.739
H -2.474 2.858 -6.984
H -1.022 3.270 -7.864
H -1.968 4.533 -7.141
H -1.785 2.155 -2.018
H -2.281 3.904 -2.016
H -0.732 3.175 -1.377
O -3.888 -1.261 0.656
C -4.162 -1.809 -0.388
O -5.011 -2.830 -0.481
C -5.327 -3.496 0.770
C -5.976 -4.799 0.399
C -3.579 -1.395 -1.727
H -5.929 -2.770 1.399
H -4.359 -3.597 1.285
H -5.177 -5.312 -0.121
H -6.870 -4.627 -0.195
H -6.164 -5.321 1.347
H -2.791 -2.105 -1.909
H -3.179 -0.370 -1.656
H -4.364 -1.399 -2.431
O 4.353 4.976 2.763
C 3.195 4.894 3.123
O 2.228 4.273 2.300
C 2.752 3.821 0.997
C 2.599 4.916 -0.005
C 2.696 5.501 4.396
H 2.072 3.027 0.855
H 3.793 3.510 1.158
H 3.414 5.668 0.234
H 1.597 5.328 0.056
H 2.776 4.537 -1.017
H 1.696 5.165 4.752
H 2.600 6.610 4.237
H 3.508 5.334 5.115
O -0.481 1.225 0.109
C -0.373 0.069 -0.261
O -0.606 -0.989 0.549
C -1.257 -0.686 1.790
C -0.159 -0.303 2.810
C 0.075 -0.368 -1.613
H -1.675 -1.669 2.000
H -2.033 0.162 1.739
H 0.211 0.655 2.407
H 0.638 -1.109 2.773
H -0.727 -0.134 3.766
H 0.552 -1.386 -1.612
H 0.775 0.334 -2.015
H -0.854 -0.350 -2.268
O 2.782 -1.324 -0.573
C 3.073 -1.343 -1.751
O 3.384 -0.241 -2.459
C 3.686 0.932 -1.633
C 3.978 2.099 -2.541
C 3.211 -2.550 -2.612
H 4.572 0.676 -1.117
H 2.976 1.056 -0.863
H 3.079 2.452 -3.016
H 4.714 1.774 -3.262
H 4.414 2.950 -1.961
H 3.169 -2.308 -3.685
H 2.424 -3.247 -2.384
H 4.142 -3.079 -2.415
*
```

Results
Energy relative to the best compared isomer or geometry (same formula, charge and spin) = 62.8 kJ/mol
Frontier orbital gap = 10.351 eV
Largest force on an atom = 3.02 eV Å⁻¹
Total energy = -4307.80247 a.u.
Highest occupied orbital energy = -9.84 eV
LUMO level = 0.513 eV